Entry from the OMol25 dataset: C12H17BN6OZr as an isolated structure in a non-equilibrium geometry (ωB97M-V/def2-TZVPD).

```
38
Properties=species:S:1:pos:R:3:nbo_charge:R:1
Zr 0.000 0.000 0.000 2.457
O 0.299 2.751 1.313 -0.421
N -2.906 -0.937 0.266 -0.313
N -1.843 -2.757 -1.164 -0.370
N -0.047 -1.537 1.265 -0.602
N -1.099 -2.401 1.273 -0.284
N -0.864 -2.096 -1.839 -0.417
N -2.139 0.176 0.171 -0.550
C 0.332 -3.069 2.862 -0.273
C -4.215 -0.585 0.341 0.101
C 0.979 1.798 0.970 0.051
C -0.694 -2.769 -2.985 0.007
C -2.285 -3.835 -1.880 0.025
C 0.828 -1.924 2.217 0.027
C -0.885 -3.335 2.233 0.125
C -4.301 0.806 0.293 -0.288
C -2.965 1.238 0.190 0.034
C -1.566 -3.881 -3.069 -0.316
C 2.456 1.811 1.177 -0.751
C 1.379 1.980 -3.067 -0.874
B -2.296 -2.361 0.251 0.517
H 1.808 1.252 -2.354 0.165
H 0.403 2.561 -2.775 0.227
H -1.666 -4.604 -3.878 0.272
H -5.200 1.418 0.337 0.286
H -4.985 -1.351 0.425 0.270
H 0.046 -2.424 -3.711 0.234
H -1.618 -4.124 2.392 0.278
H 2.886 0.862 0.797 0.202
H -3.118 -3.157 0.653 0.014
H 1.077 1.453 -3.984 0.250
H 2.904 2.663 0.625 0.300
H 2.683 1.909 2.259 0.293
H 0.795 -3.625 3.675 0.291
H 2.096 2.789 -3.263 0.271
H -2.558 2.249 0.145 0.260
H -3.076 -4.476 -1.490 0.250
H 1.742 -1.355 2.375 0.252
```

E_tot, Eh: -942.5573
Total charge: +2
Gap between HOMO and LUMO (spin up / spin down), eV: 6.32 / 6.32
LUMO energy (spin up / spin down), eV: -9.08 / -9.08
Relative energy (zero: lowest compared OMol25 entry of this formula, charge and spin), eV: 0.000


Entry from the OMol25 dataset: C12H17Br3F3NO5P as an isolated structure in a non-equilibrium geometry (ωB97M-V/def2-TZVPD).

```
42
Properties=species:S:1:pos:R:3:nbo_charge:R:1
Br -5.984 1.114 2.072 -0.005
Br 1.104 0.699 -4.554 -0.788
Br -5.638 0.342 -0.654 0.005
P 2.971 -0.501 2.179 1.470
F -3.135 1.478 -0.495 -0.325
F -3.626 -0.159 2.661 -0.332
F -3.427 2.092 1.917 -0.313
O 3.081 3.715 -1.627 -0.621
O 0.049 1.196 3.029 -0.550
O 4.070 -0.890 1.170 -1.093
O -0.518 1.001 0.693 -0.532
O 1.962 2.357 -3.090 -0.757
N -0.897 -0.104 -1.559 -0.881
C -4.022 0.824 1.726 0.615
C -0.593 -0.225 -0.109 0.407
C -3.796 0.415 0.172 0.300
C 2.499 1.494 -0.626 -0.543
C -1.684 -1.236 0.493 -0.460
C 0.966 -0.669 -0.086 0.033
C 1.987 0.050 -1.099 -0.496
C 2.542 2.580 -1.810 0.790
C 0.205 0.682 1.907 0.828
C 1.214 -0.525 1.496 -0.724
C -3.169 -1.031 -0.064 -0.468
C 1.303 -2.241 -0.381 -0.658
H 1.905 1.970 0.220 0.229
H -0.523 0.776 -1.965 0.418
H -3.241 -1.326 -1.174 0.275
H -3.839 -1.788 0.487 0.239
H 3.019 -1.477 3.250 -0.060
H 2.305 1.480 -3.492 0.471
H 3.583 1.375 -0.257 0.252
H 0.824 -1.538 1.892 0.269
H 0.653 -2.953 0.230 0.190
H 1.607 0.065 -2.189 0.291
H -0.482 -0.876 -2.104 0.391
H 1.157 -2.370 -1.519 0.231
H 3.271 0.823 2.656 -0.044
H -1.649 -1.291 1.646 0.224
H 2.383 -2.410 -0.061 0.248
H 2.921 -0.627 -1.126 0.242
H -1.357 -2.290 0.148 0.233
```

E_tot, Eh: -9261.3528
Total charge: -1
Gap between HOMO and LUMO, eV: 5.80
LUMO energy, eV: 1.52


Entry from the OMol25 dataset: one molecule with the formula C12H17Br3O7 in a non-equilibrium geometry (ωB97M-V/def2-TZVPD).

```
39
Properties=species:S:1:pos:R:3:nbo_charge:R:1
Br -3.370 4.313 2.539 -0.031
Br -4.737 -2.628 -1.116 -0.007
Br 3.766 -1.182 -4.648 -0.048
O 1.029 1.250 2.772 -0.601
O -1.126 2.160 2.193 -0.506
O 1.452 1.483 -1.532 -0.707
O -1.301 -0.492 -0.056 -0.488
O -0.933 0.851 -1.881 -0.612
O 1.130 -2.184 -0.862 -0.608
O 3.134 -1.310 -1.532 -0.492
C 0.821 0.908 -0.400 0.168
C 1.820 -0.114 0.105 -0.507
C -3.041 -2.148 -0.174 -0.417
C -0.553 0.367 -0.802 0.782
C 2.980 -2.752 -3.594 -0.408
C 0.146 1.694 1.974 0.781
C -3.050 2.646 3.619 -0.413
C -2.563 -0.814 -0.661 -0.110
C 3.473 -2.616 -2.134 -0.123
C 0.776 2.141 0.653 -0.486
C 1.935 -1.289 -0.904 0.810
C -1.590 2.245 3.572 -0.088
H 0.255 3.016 0.209 0.240
H -2.270 -2.885 -0.494 0.230
H -2.534 -0.782 -1.750 0.225
H 3.565 -3.650 -3.960 0.230
H 0.758 1.594 -2.156 0.498
H 1.510 -0.668 0.992 0.255
H 1.890 -2.793 -3.676 0.235
H -3.048 -2.117 0.886 0.218
H -3.397 2.981 4.584 0.236
H -3.716 1.822 3.277 0.226
H -3.318 -0.068 -0.302 0.189
H -0.971 2.996 3.997 0.201
H 2.825 0.392 0.353 0.251
H -1.478 1.317 3.918 0.201
H 4.606 -2.576 -2.234 0.205
H 1.815 2.428 0.790 0.251
H 3.308 -3.536 -1.568 0.218
```

Structure (SMILES): O=C(CC(O)(CC(=O)OCCBr)C(=O)OCCBr)OCCBr
E_tot, Eh: -8716.1412
Total charge: 0
Gap between HOMO and LUMO, eV: 10.59
LUMO energy, eV: 0.38


Entry from the OMol25 dataset: a 2-piece molecular cluster, C12H17Cl2O5P overall in a non-equilibrium geometry (ωB97M-V/def2-TZVPD).

```
37
Properties=species:S:1:pos:R:3:nbo_charge:R:1
Cl 2.875 2.860 3.533 -0.055
Cl 1.765 -0.347 3.462 -0.060
P -2.713 -1.200 -0.894 2.434
O -4.980 0.479 -3.001 -0.471
O -2.646 -1.367 -2.431 -1.067
O -2.057 0.303 -0.377 -0.980
O -4.369 -1.244 -0.479 -0.742
O -1.848 -2.398 -0.059 -0.774
C -4.788 0.908 -1.843 0.375
C -0.651 -2.813 -0.778 -0.111
C 0.274 -1.622 -1.297 -0.079
C 2.561 1.635 0.012 -0.649
C 3.222 0.259 4.284 -0.388
C 1.819 0.527 -0.906 -0.008
C -4.974 0.076 -0.485 -0.182
C 1.311 -0.284 -3.454 -0.225
C 0.468 -1.437 -2.846 -0.200
C 1.977 0.724 -2.458 -0.238
C 0.959 -0.651 -0.304 -0.229
C 3.027 1.656 4.833 -0.391
H 3.892 1.940 5.435 0.225
H 2.138 1.723 5.463 0.226
H -0.076 -2.191 -3.525 0.239
H -0.017 -3.410 -0.016 0.214
H -4.645 0.720 0.402 0.205
H 3.439 -0.433 5.100 0.225
H -4.394 1.995 -1.746 0.127
H -0.908 -3.552 -1.615 0.216
H 2.580 1.595 -2.898 0.226
H 4.050 0.218 3.574 0.225
H -6.113 -0.088 -0.362 0.229
H 0.852 -0.771 0.834 0.242
H 1.388 -0.186 -4.592 0.235
H 1.799 2.313 0.541 0.232
H 3.176 2.315 -0.678 0.220
H 3.220 1.056 0.746 0.227
H -1.615 0.691 -1.176 0.528
```

Structure (SMILES): Cc1cccc(CO[P@](=O)(O)OCC=O)c1.ClCCCl
E_tot, Eh: -2105.2756
Total charge: 0
Gap between HOMO and LUMO, eV: 8.83
LUMO energy, eV: 0.32


Entry from the OMol25 dataset: C12H17Cl3N3NiO6 as an isolated structure in a non-equilibrium geometry (ωB97M-V/def2-TZVPD).

```
42
Properties=species:S:1:pos:R:3:nbo_charge:R:1
Ni -0.087 1.390 -0.397 1.476
Cl -2.377 2.394 -4.531 0.017
Cl 0.290 3.431 -4.917 0.005
Cl -0.488 0.924 -6.122 0.004
O -1.373 3.007 2.994 -0.679
O 2.828 3.975 0.603 -0.719
O -0.956 -0.538 -0.441 -0.694
O -0.671 1.652 -2.342 -0.766
O -0.849 1.503 1.436 -0.907
O 0.814 0.464 -3.546 -0.706
N 0.750 3.089 0.104 -0.770
N 1.862 0.846 -0.899 -0.902
N -0.283 -1.127 1.596 -0.630
C -0.114 1.253 -3.382 0.750
C 2.075 3.170 0.046 0.627
C -1.101 -3.879 0.363 -0.391
C -0.139 -2.800 -0.184 -0.512
C -1.920 -3.445 1.578 -0.406
C -0.672 1.953 -4.687 -0.195
C 0.040 -2.134 2.579 -0.222
C -1.107 -3.123 2.832 -0.409
C 2.705 2.063 -0.831 -0.312
C -0.805 2.693 1.962 0.789
C 0.028 3.744 1.158 -0.353
C -0.494 -1.411 0.294 0.706
H 3.689 1.845 -0.410 0.197
H -0.151 -2.770 -1.271 0.247
H -0.675 4.486 0.762 0.197
H -0.589 -0.182 1.864 0.469
H -0.529 -4.780 0.606 0.197
H 0.698 4.276 1.842 0.221
H -2.640 -4.231 1.819 0.210
H -2.514 -2.569 1.306 0.214
H -0.679 -4.042 3.246 0.195
H 1.741 0.527 -1.865 0.429
H 0.314 -1.618 3.500 0.219
H -1.793 -4.160 -0.432 0.214
H 2.858 2.441 -1.844 0.210
H 2.271 0.089 -0.365 0.370
H -1.780 -2.720 3.593 0.210
H 0.935 -2.675 2.254 0.182
H 0.885 -3.011 0.131 0.216
```

E_tot, Eh: -3972.2833
⟨S²⟩: 2.00
Total charge: -1
Gap between HOMO and LUMO (spin up / spin down), eV: 7.38 / 7.40
LUMO energy (spin up / spin down), eV: 2.49 / 2.49
2S+1: 3
Relative energy (zero: lowest compared OMol25 entry of this formula, charge and spin), eV: 0.000


Entry from the OMol25 dataset: C12H17Cl5O3Ti as an isolated structure in a non-equilibrium geometry (ωB97M-V/def2-TZVPD).

```
38
Properties=species:S:1:pos:R:3:nbo_charge:R:1
Ti 0.076 1.038 0.971 1.388
Cl 1.558 -0.554 5.138 -0.020
Cl -0.940 -0.916 1.760 -0.411
Cl -4.634 -0.583 1.398 -0.989
Cl -1.759 2.161 1.597 -0.330
Cl 2.645 2.199 4.484 -0.008
O 3.128 -0.340 1.920 -0.624
O 0.917 2.769 0.847 -1.016
O 1.191 0.744 2.477 -0.732
C 1.763 1.041 -1.305 -0.665
C -0.836 0.788 -1.390 -0.154
C 2.742 0.460 4.201 -0.283
C 0.395 -1.136 -0.934 0.002
C -1.696 -0.328 -1.465 0.047
C 1.517 -2.028 -0.610 -0.651
C 0.507 0.290 -1.129 -0.289
C -0.937 -1.512 -1.178 -0.047
C -1.192 2.155 -1.820 -0.633
C 2.373 0.212 2.719 0.767
C -1.504 -2.896 -1.123 -0.640
C -3.124 -0.338 -1.895 -0.653
H 2.107 -2.271 -1.510 0.187
H 1.159 -2.976 -0.178 0.210
H 1.582 2.785 1.565 0.469
H -2.164 2.467 -1.396 0.232
H -1.760 -3.242 -2.127 0.187
H -3.207 -0.542 -2.972 0.180
H -3.585 0.618 -1.670 0.226
H -1.284 2.213 -2.924 0.181
H -3.689 -1.092 -1.336 0.260
H 3.747 0.112 4.445 0.225
H 2.658 0.404 -1.179 0.216
H -0.443 2.895 -1.509 0.222
H 1.787 1.591 -2.281 0.196
H 2.195 -1.569 0.123 0.240
H -0.772 -3.572 -0.692 0.198
H -2.405 -2.915 -0.503 0.244
H 1.883 1.864 -0.517 0.269
```

E_tot, Eh: -3843.8079
Total charge: -2
Gap between HOMO and LUMO, eV: 5.28
LUMO energy, eV: 4.27
Relative energy (zero: lowest compared OMol25 entry of this formula, charge and spin), eV: 0.000


Entry from the OMol25 dataset: C12H17ClN2O3 as an isolated structure in a non-equilibrium geometry (ωB97M-V/def2-TZVPD).

```
35
Properties=species:S:1:pos:R:3:nbo_charge:R:1
Cl -1.050 -4.593 0.110 -0.614
O 3.971 1.291 -1.164 -0.568
O -0.759 -0.006 -1.450 -0.499
O 2.621 -0.530 -1.045 -0.534
N -2.314 1.541 -2.547 -0.405
N -0.157 -0.441 1.462 -0.523
C -1.503 -0.461 0.945 -0.078
C -2.528 0.589 1.368 -0.458
C 0.546 -1.319 0.771 0.436
C -0.215 -1.958 -0.237 -0.531
C -1.961 1.990 1.335 -0.209
C -1.637 0.756 -2.018 0.540
C 3.042 -0.849 0.281 -0.055
C -2.355 2.882 0.361 -0.368
C 1.784 1.478 -2.099 -0.713
C 1.966 -1.565 1.142 -0.490
C -1.358 -0.935 -0.485 0.109
C 2.909 0.764 -1.396 0.806
H -2.895 0.360 2.375 0.215
H -3.375 0.517 0.687 0.242
H -1.911 -1.369 1.415 0.233
H -3.359 3.291 0.379 0.212
H -2.296 -1.304 -0.886 0.230
H 3.395 0.035 0.803 0.202
H -1.630 3.193 -0.387 0.212
H 3.872 -1.545 0.192 0.202
H 1.024 1.673 -1.347 0.237
H 0.290 -2.177 -1.165 0.267
H 2.101 -1.194 2.158 0.219
H 0.189 0.093 2.238 0.428
H 2.184 -2.628 1.161 0.262
H 2.150 2.370 -2.585 0.242
H -0.836 -2.980 0.305 0.315
H -1.272 2.254 2.138 0.195
H 1.361 0.776 -2.815 0.241
```

E_tot, Eh: -1262.6775
Total charge: 0
Gap between HOMO and LUMO, eV: 8.04
LUMO energy, eV: -0.49